1.
Density functional theory data (the ωB97M-V functional and the def2-TZVPD basis) for an isolated molecule of C20H24N2O4 in a non-equilibrium geometry.

The geometry in ORCA input format:
```
! RIJCOSX wB97M-V def2-TZVPD def2/J DEFGRID3
* xyz 0 1
H 1.4307 1.5810 4.8607
C 2.8953 0.5396 -0.5844
O -2.3752 -0.1432 -2.6112
C 1.7330 0.0119 -1.1492
H -2.9444 -3.3922 -3.2335
C -0.8224 2.4952 1.7291
H -1.3412 -2.5636 -3.1847
C 2.7611 0.2614 -3.3550
C -1.1604 0.1489 -2.0444
H 2.8217 -0.2462 4.5821
H 0.0961 0.4709 5.2088
H -0.1690 2.8783 3.7420
H -4.7527 -0.8182 -3.5184
O -1.4250 -2.1638 0.7041
H -5.0435 -2.1330 -2.3691
H 0.8720 -1.4282 0.1879
C 0.7550 0.2576 2.1824
C 1.7729 -0.7461 2.6827
H 2.7011 0.1136 -4.4350
H 2.9981 0.5233 0.5007
H -0.8094 1.7372 -0.2618
O -0.5706 1.1325 -2.4806
C -0.8474 1.3326 0.7539
C -2.4215 -2.4372 -3.3557
C -2.9953 -1.4188 -2.3796
H 1.4582 -1.3489 4.7963
O -2.8013 -1.8556 -1.0160
H 0.9440 -0.8134 -2.9967
C 1.7325 -0.2177 -2.5350
C 1.8230 -0.5001 4.2039
H 1.5271 -1.7873 2.4610
C -0.6041 2.0589 3.1535
C 3.8566 0.9151 -2.7872
H 2.7571 -0.5596 2.2521
N 0.3162 0.9686 3.2108
H -4.8291 -0.4549 -1.7829
H -2.6037 -2.0932 -4.3811
H -1.8059 0.7815 0.8757
C -1.6124 -1.6075 -0.3621
H -0.0158 3.1909 1.4397
H 4.8363 1.3996 -0.9123
N 0.3153 0.4617 0.9186
H 4.6308 1.3482 -3.4238
H -1.5387 1.7427 3.6438
C 3.9455 0.9942 -1.3926
C 0.9026 0.6846 4.4946
C 0.5930 -0.4388 -0.2209
C -0.6803 -0.6683 -0.9476
C -4.5074 -1.1941 -2.5244
H -1.7986 2.9997 1.6608
*
```

Computed properties:
Maximum force (eV/Å): 2.697
ΔE to the lowest compared entry with this formula, charge and spin (kcal per mole): 44.3
Lowest unoccupied orbital energy (eV): 0.165
E_HOMO (eV): -7.2
Frontier orbital gap (eV): 7.4

---

2.
Density functional theory data (the ωB97M-V functional and the def2-TZVPD basis) for a structure of composition C23H58FeGeN6O2Si3.

The geometry in ORCA input format:
```
! RIJCOSX wB97M-V def2-TZVPD def2/J DEFGRID3
* xyz 1 6
H -3.5959 -2.1293 -0.5319
H 2.1140 3.6274 0.6159
H 3.7566 -1.0327 -1.5961
H -3.7127 -0.9675 4.6118
N 0.4107 3.0345 0.1224
H 3.0047 -2.6448 1.8439
C 1.8806 -0.1035 3.2375
N -1.1875 1.1995 -0.6686
C -1.4268 4.3636 1.1077
H -0.6941 -4.8528 2.2845
C -3.7945 0.4553 1.5888
H 1.0576 -2.8039 -3.2285
C -1.0250 -4.0955 -1.0003
C 3.8373 1.6399 -1.2324
H -0.1944 -1.0120 -2.3687
H 2.5732 1.3841 -2.7966
H -2.3530 -4.4772 2.7605
Si -2.4164 -0.2899 2.6281
C 0.2766 -2.2977 4.6593
H 0.0034 3.4469 -4.6969
N 2.4258 -0.1175 -0.2707
C -1.7135 -4.7290 1.9121
H 3.4100 3.4371 -3.3433
C -3.0982 2.7360 -0.9127
C 2.6709 3.3871 -2.5347
C -1.6174 1.0989 3.6150
H 1.3829 0.7260 2.7272
Si -1.8076 -3.4221 0.5708
H 2.9244 1.6301 0.7044
C 0.6547 2.9108 -3.9997
H 0.1401 -1.1198 -4.7979
N 0.7140 -0.7648 -2.7752
H 3.0247 4.0506 -1.7435
H -1.1018 1.8025 2.9546
H 1.9348 0.1646 4.2952
C -1.7399 2.3421 -0.4399
C 1.3177 3.8676 -3.0218
H 1.1169 -2.3955 5.3535
H -2.0429 -5.6939 1.5163
H 4.5161 1.0433 -1.8451
H 3.6564 -1.8125 -0.0337
H -4.0707 -3.8242 -0.3415
H 1.7480 -3.8822 1.9307
H 1.4182 0.0604 -4.5576
H -3.9379 -2.1388 3.3139
H -3.7618 0.1293 0.5481
O -1.7291 0.2532 -1.3919
N 2.6271 2.0105 -1.9963
H -4.1659 -2.7174 1.0316
H -3.5147 1.9222 -1.5033
H -0.9424 2.3518 -2.8902
H -1.4942 0.3996 -3.6998
H -0.8855 0.7357 4.3400
H -2.4752 -2.1858 4.2969
H 1.4019 2.3991 -4.6153
H -2.1542 3.9388 1.8020
H -0.6736 4.9103 1.6648
H 2.7119 -3.4891 3.3530
H 0.6521 3.9808 -2.1623
H -3.7811 2.9446 -0.0890
O 1.2232 3.8858 0.8707
H -3.7291 1.5439 1.6105
H -1.9670 5.0597 0.4624
C -3.5779 -2.9820 0.1515
H 2.4643 -3.3201 -1.3761
Si 0.9690 -1.7540 3.0053
H 4.3901 2.5377 -0.9533
H -3.0464 3.6426 -1.5222
H -4.7678 0.1806 2.0024
N -0.1179 1.8928 -3.2644
C 3.4177 0.9192 0.0373
H -0.7942 1.1382 -5.1467
C 2.2190 -3.0612 2.4759
H 4.2888 0.5207 0.5685
H 2.4427 -1.7382 -3.3978
C 0.4682 -0.3009 -4.1490
C 1.5758 -1.9576 -2.7661
C -3.1954 -1.5197 3.8213
H -0.4296 -1.5834 5.0840
Fe 0.7120 0.9203 -1.2516
Ge -0.7502 -1.4417 1.3723
H 1.1777 -2.3545 -0.6927
C 2.0387 -2.3153 -1.3685
H -0.0138 -4.4743 -0.8366
C -0.5758 0.7938 -4.1312
H -1.6313 -4.9227 -1.3794
C -0.8366 3.2702 0.2814
C 3.0569 -1.3377 -0.8133
H 1.9709 -0.3703 0.6069
H -0.9888 -3.3322 -1.7822
H 1.4407 4.8581 -3.4610
H -2.3824 1.6518 4.1679
H 2.9119 -0.1664 2.8769
H -0.2192 -3.2682 4.5917
*
```

Computed properties:
Maximum force (eV/Å): 0.788
ΔE to the lowest compared entry with this formula, charge and spin (kcal per mole): 13.3
Lowest unoccupied orbital energy (spin up / spin down) (eV): -1.995 / -3.283
E_HOMO (spin up / spin down) (eV): -9.4 / -10.5
Expectation value of S²: 8.763
Frontier orbital gap (spin up / spin down) (eV): 7.4 / 7.2

---

3.
Density functional theory data (the ωB97M-V functional and the def2-TZVPD basis) for a structure of composition C9H14N3O2S in a non-equilibrium geometry.

The geometry in ORCA input format:
```
! RIJCOSX wB97M-V def2-TZVPD def2/J DEFGRID3
* xyz 1 3
H -1.2507 1.2412 -2.4164
C -1.6489 -0.0938 -0.7441
N -1.9829 -1.1538 1.4370
H -1.6940 -1.3472 2.4184
N -2.3173 -3.6412 -0.5886
H -1.2769 -0.9525 -1.2032
C 0.3878 0.2211 1.1908
H -3.1824 0.5991 -2.0464
C -3.1639 0.1320 -1.1202
C 3.5706 0.8683 -1.1422
H 1.4365 0.2410 3.0401
C 0.9071 0.9816 0.2241
H 1.6535 -1.1763 2.2804
H -2.7954 -1.7124 1.1578
C -1.3721 -0.3461 0.6483
H 0.1891 -0.7983 3.1025
O 2.6895 2.8677 0.5184
C -0.7794 0.9395 -1.5024
H 0.9592 1.9774 -1.5487
H 3.3179 1.4430 -2.1066
H -3.7335 0.5742 -0.2808
H 4.6088 1.1483 -0.9592
H 3.3530 -0.2871 -1.1662
C 0.8591 -0.4327 2.4145
H -3.7578 -0.8210 -1.2946
O 3.3623 0.7054 1.5652
C 0.3766 1.3242 -1.0392
S 2.7872 1.4452 0.4433
N -1.5034 -3.9470 -1.2819
*
```

Computed properties:
Maximum force (eV/Å): 9.119
ΔE to the lowest compared entry with this formula, charge and spin (kcal per mole): 33.4
Lowest unoccupied orbital energy (spin up / spin down) (eV): -4.155 / -6.963
E_HOMO (spin up / spin down) (eV): -9.9 / -13.5
Expectation value of S²: 2.014
Frontier orbital gap (spin up / spin down) (eV): 5.8 / 6.5

---

4.
Density functional theory data (the ωB97M-V functional and the def2-TZVPD basis) for a cluster of 2 separate species, C37H51BO2 in total in a non-equilibrium geometry.

The geometry in ORCA input format:
```
! RIJCOSX wB97M-V def2-TZVPD def2/J DEFGRID3
* xyz 0 1
H 0.2450 -6.5734 -0.6507
C -2.2182 -5.6275 0.8271
H 2.3725 4.7373 -2.6879
H 0.9282 7.6888 1.4491
H -2.3171 -2.8861 -1.2823
C 0.3265 -2.2336 -1.3695
C -1.3042 -5.4072 -1.6053
C -3.6418 0.5630 2.1921
H 4.0341 3.2864 -0.6514
H 1.1253 3.6485 -3.3018
C -1.4023 1.7179 0.8772
H 0.1838 -2.5282 -3.4173
H 5.4048 -5.6312 -0.6359
H 4.1501 -4.9835 1.3820
H -4.7658 1.2309 0.5239
H 0.6740 2.0775 0.7849
H -0.4467 2.5515 -1.7879
H -0.0907 0.6215 3.8904
H 0.3629 2.1097 3.0719
C 3.0728 7.4316 3.0213
H 0.6870 5.2240 -2.6635
H -0.9211 3.9295 -0.8047
H -2.4539 -5.0798 1.7373
H -4.6034 -1.1432 3.0374
C 3.6849 3.2667 0.3819
C 2.3886 -4.4497 0.2996
H 3.1291 2.3435 0.5489
H 3.2735 8.4270 2.6220
H 1.3281 -0.7390 -0.2411
C 1.6633 4.7341 -0.0320
H 0.4518 -1.9319 0.7248
H 0.7882 0.5394 2.3696
C 1.8007 -4.3560 -0.9394
H 4.2007 5.1341 2.1832
H 2.0071 -4.6523 -3.0294
C -1.2792 1.0855 2.1694
C -0.2519 6.3875 -0.4695
C -2.3833 0.5381 2.7803
H -0.5441 5.7370 -1.2880
C 0.4236 -1.3492 -0.1985
C -3.0194 2.3975 -1.0258
H -2.2784 0.0878 3.7528
C -2.7225 1.7639 0.2890
H -2.8271 -2.9499 0.3998
C 0.2627 -1.8224 -2.6145
B 0.2986 -3.8141 -1.0844
H -3.1235 -6.1297 0.4905
C 2.6015 6.5012 1.9546
H -1.0991 6.4587 0.2135
C -3.7843 1.1966 0.9623
C -0.5944 -6.7330 -1.3245
O -0.4570 -4.0771 0.1882
H -0.4374 -0.6806 -0.1448
C -0.2646 2.2638 0.2976
C -1.6846 -4.6717 -0.2446
H -2.9706 -4.6929 -2.8105
C -0.1780 3.1368 -0.9007
C 3.7919 -5.1780 -1.9631
H 1.9174 2.9133 -1.1037
C -2.5075 -5.6351 -2.5251
H -5.0042 0.3792 3.8378
C 3.6881 -4.9063 0.4114
H -4.0569 2.2342 -1.3241
H 4.3345 -5.4679 -2.8483
C 1.4546 6.7753 1.2363
C 0.9734 5.9257 0.2493
C -2.6875 -3.5453 -0.5000
C 2.4928 -4.7202 -2.0705
C 3.2897 5.3452 1.6515
C 1.3565 4.3781 -2.5233
H -1.4797 -6.3840 1.0843
C 2.8460 4.4636 0.6759
H 2.3231 7.5318 3.8073
C 1.2202 3.7661 -1.1287
H 3.9913 7.0729 3.4875
H -1.2707 -7.4578 -0.8752
H 4.5681 3.2333 1.0223
H 1.8235 -4.1727 1.1734
C 4.3909 -5.2701 -0.7215
H -2.3997 1.9756 -1.8145
H -3.6558 -3.9369 -0.8041
H -0.0923 7.3823 -0.8889
H 0.2762 -0.7802 -2.8619
H -2.8686 3.4755 -0.9881
O -0.3684 -4.5230 -2.2298
H -3.2593 -6.2588 -2.0445
C -4.8015 -0.0831 2.8700
C 0.0156 1.0881 2.9096
H -0.2061 -7.1565 -2.2482
H -2.1910 -6.1320 -3.4398
H -5.7091 -0.0064 2.2697
*
```

Computed properties:
Maximum force (eV/Å): 1.540
ΔE to the lowest compared entry with this formula, charge and spin (kcal per mole): 0.0
Lowest unoccupied orbital energy (eV): -3.275
E_HOMO (eV): -6.5
Frontier orbital gap (eV): 3.2

---

5.
Density functional theory data (the ωB97M-V functional and the def2-TZVPD basis) for a cluster of 2 separate species, CHFO2 in total in a non-equilibrium geometry.

The geometry in ORCA input format:
```
! RIJCOSX wB97M-V def2-TZVPD def2/J DEFGRID3
* xyz 0 1
O -1.9637 -0.4979 -0.2809
F 0.8153 1.1386 0.5073
O -3.4361 -0.2344 -0.2401
H 0.8342 0.3515 -0.0850
C -2.5525 0.6333 -0.0263
*
```

Computed properties:
Maximum force (eV/Å): 3.600
ΔE to the lowest compared entry with this formula, charge and spin (kcal per mole): 148.8
Lowest unoccupied orbital energy (eV): -0.608
E_HOMO (eV): -11.7
Frontier orbital gap (eV): 11.1

---

6.
Density functional theory data (the ωB97M-V functional and the def2-TZVPD basis) for a structure of composition C56H52BiGeN7OSi in a non-equilibrium geometry.

The geometry in ORCA input format:
```
! RIJCOSX wB97M-V def2-TZVPD def2/J DEFGRID3
* xyz -2 1
C -1.0683 0.7911 -4.6881
C 6.0367 -2.7252 -0.6380
C 6.0787 -2.9241 1.7485
C -1.5756 -4.1460 -4.9126
H 4.1033 1.5812 5.0653
O -0.0824 -2.1670 -2.3054
H -2.1168 5.6001 -0.9689
C 0.6206 3.4600 5.9877
C 0.1534 1.6190 4.5183
C 4.5780 2.5926 3.2321
N -5.0208 -3.6788 3.3359
H -5.8350 3.6757 -1.2734
C 0.4295 -4.7237 3.1744
H 0.5359 -6.8694 -3.1808
C -2.7607 2.1923 -1.1089
N -3.0978 1.0227 -1.7077
C -0.8896 3.2855 -5.0500
N -0.5054 -0.2103 -4.0852
H -0.9680 -0.0061 5.3655
H -6.3725 1.4603 -2.3150
H -1.0900 -7.4998 -4.9398
H 1.2747 3.3504 3.9397
H 4.3556 -2.1835 2.7770
C 3.7597 1.5401 1.2297
C -5.0622 2.9222 -1.3936
C 4.7824 -2.1308 -0.5614
H 3.6379 1.5119 0.1508
C -5.3699 1.6943 -1.9788
H 6.5066 -2.8865 -1.6028
C -0.9638 -6.4603 -4.6602
C 0.9851 -4.7966 1.9031
C 1.5602 -2.4358 1.9886
C 0.2394 1.0247 3.2295
C -3.3412 -1.0429 1.7693
H 1.4868 5.3406 -3.7859
H 1.2889 4.4217 1.0410
C 0.4433 -3.5137 3.8501
N 0.6425 2.0904 -3.6661
H 0.9718 -5.7354 1.3599
H 1.4686 3.2782 -0.2946
H -2.5236 -4.2420 0.9961
H -3.0655 0.0933 -4.8596
H 4.2801 -1.8222 -1.4728
H 1.0716 4.4271 6.1702
C -2.4952 -3.1591 0.9741
C 3.3151 0.5489 3.3521
H -2.7476 1.5331 -5.8415
C -0.6630 -3.7839 -3.9222
C -0.0702 2.8201 7.0100
H -0.0183 -5.5992 3.6305
H -0.9247 -3.0461 -0.4648
C 0.9161 4.4430 -3.9841
C 4.0087 1.5742 3.9837
C -1.6038 -2.4805 0.1577
C -0.4467 2.0859 -4.4657
C 4.8262 -2.3315 1.8090
H 6.5798 -3.2388 2.6585
C -0.6400 1.5736 6.7850
H 4.8896 3.3650 1.2517
C -3.3679 -2.4421 1.7940
Si -0.9277 3.6938 0.1986
H -2.1239 -0.0592 -6.3386
N 0.3064 0.5458 2.1886
C -4.3396 0.7691 -2.0922
C 6.6954 -3.1177 0.5186
C 0.8972 3.4968 0.6064
C -1.5599 -1.0878 0.1148
C -0.2063 4.4577 -4.8060
H -1.1747 1.0731 7.5823
H -4.9723 -0.5519 -3.6746
H 1.9717 -3.7272 0.3331
C -1.8570 4.0050 1.8494
H 7.6820 -3.5652 0.4649
C -0.0537 -6.1052 -3.6737
C 0.0896 -4.7787 -3.3007
C -0.5061 -2.3708 -3.4929
H -5.3408 -1.1280 -2.0465
H 2.1621 -1.0020 -1.5966
H -0.4985 5.3827 -1.6060
H 2.8685 -0.2363 3.9559
C -3.7860 3.1758 -0.9538
C -1.7289 -5.4747 -5.2721
C 4.1528 -1.9114 0.6605
H -2.7790 4.5681 1.6889
H 0.9800 -1.4500 3.8090
H -0.7354 6.2125 -0.0593
H 1.0771 2.6839 1.3079
C -4.2811 -3.1274 2.6429
H 0.7828 -4.4864 -2.5224
N -0.8690 -1.4652 -4.3767
H 0.0178 -3.4548 4.8466
C -1.0835 5.3866 -0.6861
C 1.9335 -0.2323 -0.8458
C -2.3271 0.5944 -5.4857
C 3.1767 0.5096 1.9665
H -2.4449 0.6916 0.9204
Bi -0.2369 0.0477 -1.4377
H -2.1295 3.0546 2.3171
C 0.9973 -2.3836 3.2595
C -2.4571 -0.3900 0.9313
C 4.4493 2.5734 1.8487
H -0.5377 5.3866 -5.2567
H -3.6690 -1.1836 -2.6398
H -2.4662 -5.7517 -6.0169
H -1.2479 4.5555 2.5718
H 5.1257 3.3903 3.7230
H -1.7433 3.2951 -5.7147
N -1.4934 2.3505 -0.6760
H -4.0188 -0.4897 2.4117
Ge 2.3639 -0.9582 0.8670
C 1.5427 -3.6662 1.3295
C -0.5294 0.9669 5.5472
C 0.7341 2.8691 4.7441
C 1.2826 3.2235 -3.4382
H -3.5443 4.1096 -0.4648
H -0.1572 3.2889 7.9820
H 2.1556 3.1358 -2.7965
C -4.5938 -0.6091 -2.6512
H -2.1652 -3.3678 -5.3768
*
```

Computed properties:
Maximum force (eV/Å): 1.352
Lowest unoccupied orbital energy (eV): 3.828
E_HOMO (eV): -1.1
Frontier orbital gap (eV): 5.0

---

7.
Density functional theory data (the ωB97M-V functional and the def2-TZVPD basis) for the ion C3H3N2O with charge -1 in a non-equilibrium geometry.

The geometry in ORCA input format:
```
! RIJCOSX wB97M-V def2-TZVPD def2/J DEFGRID3
* xyz -1 1
H 0.6312 -1.0877 1.4149
N 2.2577 -1.1030 -1.3784
H -1.3109 -0.4844 -0.3668
C -0.5897 0.2187 0.0318
C 1.4698 -0.8852 -0.5520
H -0.2426 0.6661 -0.8426
N -1.2986 1.1326 0.8587
C 0.5425 -0.7152 0.4014
O -1.4593 2.2582 0.4331
*
```

Computed properties:
Maximum force (eV/Å): 2.890
ΔE to the lowest compared entry with this formula, charge and spin (kcal per mole): 12.0
Lowest unoccupied orbital energy (spin up / spin down) (eV): 3.904 / 3.902
E_HOMO (spin up / spin down) (eV): -2.0 / -2.0
Frontier orbital gap (spin up / spin down) (eV): 5.9 / 5.9

---

Number 1: DFT total energy -1186.9977 hartree. Number 2: DFT total energy -5599.1007 hartree. Number 3: DFT total energy -1063.7982 hartree. Number 4: DFT total energy -1615.7588 hartree. Number 5: DFT total energy -288.8510 hartree. Number 6: DFT total energy -5204.7054 hartree. Number 7: DFT total energy -300.7617 hartree.